# 1
Formula: C5H14N2
Source: the OMol25 dataset
Level of theory: wB97M-V/def2-TZVPD

Output
* spin multiplicity: 1
* molecular weight: 102.2 g mol⁻¹
* energy: -308.37102 a.u.
* relative energy (zero: lowest compared OMol25 entry of this formula, charge and spin): 1.416 eV
* structure (SMILES): C[C@@H](N)CN(C)C

Last column: Mulliken charge in e.
Geometry (Å):
N 1.30 -0.13 -0.51  0.059
N -1.43 0.02 2.03  -0.702
C -1.66 0.02 -0.33  -1.543
C 1.07 0.84 -1.58  -1.093
C 0.60 0.12 0.74  -1.336
C 1.30 -1.47 -1.05  -0.936
C -0.88 0.62 0.82  0.975
H 0.49 0.38 -2.39  0.421
H -0.80 1.70 0.79  0.221
H 1.27 0.73 1.35  0.183
H -2.44 0.00 2.04  0.230
H -2.65 0.42 -0.46  0.349
H 2.02 1.13 -2.02  0.291
H -1.22 0.56 2.87  0.221
H 0.53 -0.82 1.30  0.618
H -1.21 0.08 -1.32  0.315
H -1.72 -1.06 -0.17  0.415
H 0.29 -1.82 -1.32  0.301
H 1.69 -2.12 -0.28  0.330
H 0.50 1.73 -1.30  0.313
H 1.95 -1.45 -1.91  0.368

=====

# 2
Formula: C31H31BBaF5N12S
Source: the OMol25 dataset
Level of theory: wB97M-V/def2-TZVPD

Output
* spin multiplicity: 2
* molecular weight: 846.9 g mol⁻¹
* energy: -2804.92168 a.u.
* relative energy (zero: lowest compared OMol25 entry of this formula, charge and spin): 2.532 eV

Last column: Mulliken charge in e.
Geometry (Å):
Ba -0.01 -0.77 0.01  3.537
S 0.08 -4.13 -2.11  -0.305
F -2.67 -1.70 2.00  -0.278
F -1.24 -0.15 3.66  -0.264
F -1.42 -2.11 4.52  -0.299
F -1.22 -3.32 2.17  -0.432
F 0.44 -1.49 3.63  -0.217
N 1.33 1.99 0.55  1.416
N -1.46 0.57 -1.72  1.150
N 3.83 2.01 0.37  1.577
N 1.63 -0.17 -1.73  -1.132
N 3.89 3.16 1.05  -1.335
N -2.03 -3.25 -0.78  -0.905
N -1.97 -2.05 -1.24  0.258
N 2.17 -1.27 0.81  -1.616
N 2.43 0.80 -1.29  1.525
N -1.13 -5.20 -0.04  -0.351
N 0.17 1.44 0.94  -1.246
N 2.74 -0.09 1.08  1.715
C 5.93 2.67 0.32  -1.243
C 0.84 -1.10 -3.87  -0.866
C 5.58 4.85 1.68  -1.310
C -1.19 1.74 -2.27  -0.390
C -3.74 0.83 -2.39  -0.627
C -1.07 -4.15 -0.88  0.069
C 2.24 -3.59 1.65  -1.004
C 1.17 3.30 0.34  0.143
C 2.41 0.93 -3.49  -1.644
C -4.83 -0.51 0.24  0.022
C -6.50 -2.07 0.96  -0.445
C 3.54 -1.51 2.55  -1.496
C -3.45 2.06 -2.95  -0.849
C -4.24 -1.49 -0.55  0.176
C -1.29 -1.92 2.10  0.184
C -2.14 2.19 1.44  -1.172
C 2.90 1.50 -2.34  -0.168
C -5.94 -3.04 0.14  -0.878
C -0.73 2.42 1.03  0.634
C -2.14 2.53 -2.90  -1.048
C -0.89 -1.43 3.48  0.387
C 5.14 3.58 1.03  0.671
C -5.95 -0.80 0.99  -0.908
C 5.06 1.68 -0.08  -0.648
C 1.61 -0.13 -3.05  0.407
C 2.65 -2.15 1.68  0.438
C -0.13 3.63 0.64  -1.784
C -2.96 -1.21 -1.21  1.713
C -2.71 0.11 -1.78  -0.651
C -4.82 -2.76 -0.60  -0.404
C 3.56 -0.20 2.13  -0.205
B 2.57 1.17 0.20  -1.156
H -7.36 -2.30 1.57  0.415
H 5.15 5.71 1.17  0.269
H 1.08 -0.97 -4.92  0.406
H 5.25 4.88 2.72  0.301
H -0.23 -0.97 -3.73  0.058
H -4.73 0.42 -2.43  0.636
H 1.98 3.93 0.02  0.622
H 5.22 0.78 -0.63  0.595
H -1.86 3.47 -3.33  0.518
H -2.79 2.16 0.56  0.042
H 6.66 4.92 1.65  0.357
H -0.36 -5.84 -0.03  0.230
H -6.37 -0.04 1.64  0.416
H -6.39 -4.02 0.10  0.407
H 3.55 2.35 -2.21  0.483
H -4.22 2.65 -3.43  0.447
H 2.60 1.23 -4.50  0.473
H 4.11 0.63 2.53  0.541
H -0.58 4.60 0.60  0.509
H -4.38 -3.52 -1.23  0.461
H 2.74 -4.14 2.44  0.380
H 1.10 -2.11 -3.57  0.081
H -1.68 -5.11 0.80  0.278
H 4.08 -1.95 3.37  0.449
H -2.24 1.25 1.97  0.158
H -4.38 0.47 0.30  0.260
H 2.49 -4.02 0.68  0.276
H 1.16 -3.67 1.80  0.077
H 6.98 2.74 0.12  0.436
H -0.16 2.07 -2.20  0.189
H -2.47 3.00 2.08  0.484

=====

# 3
Formula: C12H6N3O8Sr
Source: the OMol25 dataset
Level of theory: wB97M-V/def2-TZVPD

Output
* spin multiplicity: 1
* charge: -1
* molecular weight: 407.8 g mol⁻¹
* energy: -1258.14100 a.u.

Last column: Mulliken charge in e.
Geometry (Å):
Sr 0.25 1.90 0.22  2.373
O -3.23 -2.61 4.19  -0.644
O -2.67 -0.63 5.05  -0.571
O -1.40 1.37 4.29  -0.778
O -0.69 2.25 2.34  -0.889
O -1.22 1.96 -1.63  -0.814
O -1.74 1.34 -3.74  -0.724
O 2.48 1.23 0.44  -0.818
O 4.30 0.14 -0.37  -0.724
N 1.17 0.89 -1.81  -0.251
N -0.71 -0.24 1.20  -0.383
N -1.01 -1.50 0.87  -0.106
C 2.98 -0.15 -2.92  -0.544
C 2.21 -0.23 -4.07  -0.184
C -1.11 1.32 3.07  0.759
C -2.66 -1.54 4.09  0.514
C 0.43 0.83 -2.90  0.236
C -1.25 -0.04 2.39  -0.194
C -1.74 -2.12 1.82  -0.420
C -0.99 1.44 -2.76  0.278
C 3.15 0.61 -0.45  0.289
C 0.92 0.27 -4.08  -0.549
C -1.91 -1.20 2.84  0.411
C 2.42 0.43 -1.79  0.238
H -2.08 -3.13 1.73  0.514
H 4.00 -0.52 -2.87  0.498
H 2.63 -0.67 -4.97  0.412
H -2.11 0.21 4.78  0.474
H 0.28 0.23 -4.95  0.500
H -0.69 -1.86 0.00  0.095

=====

# 4
Formula: C3H8O
Source: the OMol25 dataset
Level of theory: wB97M-V/def2-TZVPD

Output
* spin multiplicity: 1
* molecular weight: 60.1 g mol⁻¹
* energy: -194.19788 a.u.
* relative energy (zero: lowest compared OMol25 entry of this formula, charge and spin): 3.757 eV

Last column: Mulliken charge in e.
Geometry (Å):
O -2.15 0.25 0.65  -0.287
C 0.72 0.28 -0.41  -0.953
C 1.93 -0.69 -0.41  -0.961
C -3.38 0.72 0.86  -0.316
H 2.82 -0.18 -0.31  0.319
H 1.02 1.27 -0.52  0.414
H 0.37 0.22 0.58  0.294
H 2.07 -1.29 -1.34  0.261
H 0.03 -0.03 -1.13  0.356
H -3.85 -0.05 1.45  0.136
H 1.89 -1.40 0.41  0.277
H -1.47 0.89 0.16  0.460

=====

# 5
Formula: C5H9NO
Source: the OMol25 dataset
Level of theory: wB97M-V/def2-TZVPD

Output
* spin multiplicity: 1
* molecular weight: 99.1 g mol⁻¹
* energy: -325.81352 a.u.
* relative energy (zero: lowest compared OMol25 entry of this formula, charge and spin): 3.375 eV

Last column: Mulliken charge in e.
Geometry (Å):
O -0.99 -2.17 -0.27  -0.542
N -0.54 2.63 -0.21  -0.749
C 1.14 0.76 0.33  -0.859
C -0.45 1.37 -0.15  0.282
C -0.33 -0.96 -0.47  0.114
C 0.77 -0.68 0.57  -0.697
C -1.33 0.18 -0.33  -0.629
H 0.13 -0.90 -1.48  0.199
H 1.87 0.88 -0.50  0.352
H -1.91 0.02 0.59  0.276
H 0.33 -0.79 1.56  0.262
H -0.34 -2.87 -0.31  0.331
H 0.44 2.38 0.15  0.492
H -2.01 0.29 -1.17  0.335
H 1.63 1.23 1.22  0.435
H 1.60 -1.38 0.48  0.398

=====

# 6
Formula: C8H13AuCl2N3O3Ti
Source: the OMol25 dataset
Level of theory: wB97M-V/def2-TZVPD

Output
* spin multiplicity: 4
* charge: +4
* molecular weight: 515.0 g mol⁻¹
* energy: -2606.23420 a.u.
* relative energy (zero: lowest compared OMol25 entry of this formula, charge and spin): 2.722 eV

Last column: Mulliken charge in e.
Geometry (Å):
Au -1.40 -0.66 0.95  0.317
Ti -3.81 -0.85 -0.36  0.303
Cl -4.65 -2.88 -0.54  0.057
Cl -3.53 0.12 -2.36  0.017
O -6.00 1.44 0.34  0.073
O -5.18 -1.08 2.52  -0.038
O -2.52 -1.26 3.61  -0.020
N 1.59 0.93 0.57  0.088
N 2.09 -0.26 -1.39  0.097
N -0.03 -0.43 -0.55  -0.639
C -4.14 -0.92 1.91  0.387
C 1.19 0.08 -0.44  0.960
C 2.74 0.60 1.40  -0.922
C -5.25 0.57 0.12  0.590
C 0.62 1.81 1.21  -1.036
C -2.75 -0.99 2.47  0.635
C 3.37 0.43 -1.52  -0.904
C 1.70 -1.14 -2.47  -1.100
H -0.08 2.20 0.46  0.403
H 3.26 1.49 -1.26  0.391
H 3.39 1.48 1.50  0.408
H 2.61 -1.40 -3.03  0.387
H 4.12 -0.03 -0.86  0.366
H 1.16 2.65 1.65  0.367
H 0.05 1.30 1.99  0.399
H 1.25 -2.06 -2.08  0.475
H 3.32 -0.21 0.95  0.387
H 3.69 0.32 -2.56  0.464
H -0.25 -0.81 -1.46  0.276
H 1.00 -0.67 -3.17  0.444
H 2.42 0.27 2.40  0.367